# 1
Molecular formula: C17H30BiNO2P2Se
Method: DFT, the ωB97M-V functional and the def2-TZVPD basis

Element x y z (Å)
H (3.02226, -1.37314, -4.91615)
H (0.36218, 3.86456, 0.60640)
H (2.58092, -2.74205, -4.92067)
C (-2.29312, -1.22851, 5.40469)
H (0.35397, -2.59865, -2.30976)
H (-3.75758, -2.04155, -0.92591)
H (5.22984, 0.55346, -1.23384)
C (-3.46790, -2.50050, 3.70049)
H (-0.38769, -3.27929, -0.83622)
H (-3.77058, -0.60864, -1.95982)
C (2.99013, 1.22765, 1.14657)
H (2.04098, 3.64676, 0.05874)
H (2.21029, 2.86498, 3.27378)
H (4.14234, -0.43496, -0.93030)
H (-4.38493, -1.77668, 5.52313)
C (-3.25056, -1.55919, -1.77219)
H (4.21118, -3.96448, -1.48134)
C (-0.17304, 1.98759, -3.75645)
C (1.06355, 3.13730, 0.15441)
H (3.14352, 0.92381, 0.09924)
H (0.47683, 3.93491, -4.39934)
N (0.00440, 1.49922, -1.40444)
H (1.09825, 1.52934, 3.72307)
C (-3.46869, -1.82533, 4.93355)
H (0.42626, 3.10107, 3.18350)
H (-2.29138, -0.69713, 6.35987)
H (-1.23886, -3.43634, -2.41569)
O (3.40968, -2.26772, -4.93899)
C (-1.11591, -1.30231, 4.66404)
H (-2.27800, -3.09552, 1.98526)
H (-4.38043, -2.96526, 3.32771)
H (-0.48086, 1.62297, -4.73631)
H (-0.19214, -0.83759, 5.01036)
H (-2.09146, 0.85540, 1.64649)
C (1.24639, 2.38451, 3.04625)
P (-1.47981, -1.21896, -1.49011)
C (0.74533, 3.60088, -2.26856)
C (0.58207, 2.70165, -1.21542)
H (3.21188, 0.38957, 1.83225)
H (3.68438, 2.06301, 1.35257)
C (-0.36481, 1.15068, -2.65715)
C (-2.29785, -2.58114, 2.94974)
H (1.13681, 4.59324, -2.04396)
C (-0.60168, -2.78481, -1.79904)
C (0.35536, 3.24902, -3.55697)
C (-1.12425, -1.94664, 3.40542)
H (-3.33957, -2.19100, -2.66860)
Bi (-0.76130, 0.12325, 0.74272)
H (-2.30256, 0.40384, -2.96401)
P (1.26552, 1.74895, 1.34551)
H (-1.11803, -0.44104, -3.86052)
C (-1.27701, -0.01041, -2.89452)
O (4.28905, 0.37947, -1.40622)
Se (0.40661, -1.82825, 2.28671)

Summary:
* HOMO energy (alpha / beta): -3.508 / -3.507 eV
* HOMO-LUMO gap (alpha / beta): 2.7 / 2.7 eV
* E_tot: -113457.1031 eV
* ΔE to the lowest compared entry with this formula, charge and spin: 0.333 eV


# 2
Molecular formula: C4H12NO2
Method: DFT, the ωB97M-V functional and the def2-TZVPD basis

Element x y z (Å)
H (-1.32651, 0.24585, 2.86970)
C (-0.54964, -0.89934, -0.31129)
C (-0.59684, -0.07235, 2.11020)
H (-0.05658, 0.94258, -0.52283)
H (0.47523, -1.18620, -0.06417)
H (-0.04329, -0.85961, 2.62659)
H (0.22233, 0.56083, -3.16537)
N (-0.53777, 0.31648, -1.17206)
C (-1.39113, -0.64929, 0.93869)
H (0.48996, -0.99869, -2.42283)
O (1.78012, 1.71450, 0.25767)
H (-1.02057, -1.66512, -0.90749)
H (0.00779, 0.79890, 1.87563)
H (1.77675, 1.24093, -0.73962)
H (-2.16403, 0.07508, 0.67507)
C (0.53490, 0.09865, -2.20869)
O (1.79451, 0.45569, -1.85343)
H (-1.90445, -1.57489, 1.21006)
H (2.50922, 1.45602, 0.80418)

Summary:
* HOMO energy: -3.479 eV
* HOMO-LUMO gap: 7.6 eV
* E_tot: -9927.7839 eV
* ΔE to the lowest compared entry with this formula, charge and spin: 0.440 eV
* total charge: -1


# 3
Molecular formula: C4H8N2
Method: DFT, the ωB97M-V functional and the def2-TZVPD basis

Element x y z (Å)
H (-1.56727, -0.34903, 1.45962)
C (0.86668, -0.21432, -0.67658)
N (0.05762, 0.38421, 0.35626)
H (-1.37137, 1.20621, -1.03176)
C (-0.74410, 1.48263, -0.16451)
H (-0.10660, -1.39043, 1.44214)
H (-0.09164, 2.31505, -0.45145)
N (2.72452, -1.80020, 0.29991)
H (0.17528, -0.93963, -1.21078)
H (-1.40160, 1.84208, 0.62924)
H (-1.04981, -1.31217, -0.06457)
H (1.30969, 0.55722, -1.31841)
C (1.93786, -1.06140, -0.11658)
C (-0.73925, -0.72022, 0.84747)

Summary:
* HOMO energy: -9.515 eV
* HOMO-LUMO gap: 10.4 eV
* E_tot: -7256.7175 eV
* SMILES: CN(C)CC#N
* ΔE to the lowest compared entry with this formula, charge and spin: 1.158 eV


Number 1: strongest force on any atom 2.1 eV Å⁻¹. Number 2: strongest force on any atom 1.5 eV Å⁻¹. Number 3: strongest force on any atom 1.4 eV Å⁻¹.